Molecular formula: C36H39BO3S2
Method: DFT, ωB97M-V/def2-TZVPD

```
81
Properties=species:S:1:pos:R:3
C -4.647 -4.186 3.210
C -3.440 -4.481 2.406
C -2.696 -5.649 2.351
C -1.566 -5.556 1.478
C -1.495 -4.327 0.848
B 0.920 -3.212 0.270
C -0.600 -3.936 -0.262
C -0.504 -4.963 -1.292
C -1.272 -4.738 -2.413
C -1.937 -3.511 -2.457
C -2.822 -3.032 -3.534
S -1.551 -2.574 -1.108
O 0.570 -2.061 1.060
C 0.989 -2.283 2.405
C 1.675 -1.027 2.923
C -0.245 -2.521 3.258
C 1.938 -3.585 2.326
C 3.410 -3.223 2.313
C 1.783 -4.582 3.450
O 1.548 -4.193 1.109
S -2.809 -3.299 1.323
H -4.829 -4.994 3.926
H -4.460 -3.249 3.752
H -5.551 -4.043 2.600
H -2.969 -6.540 2.905
H -0.874 -6.364 1.244
H 0.072 -5.867 -1.110
H -1.351 -5.424 -3.254
H -3.453 -3.852 -3.890
H -3.433 -2.210 -3.154
H -2.250 -2.650 -4.388
H 2.008 -1.187 3.959
H 2.531 -0.743 2.302
H 0.956 -0.200 2.918
H 0.025 -2.590 4.321
H -0.948 -1.689 3.122
H -0.748 -3.450 2.955
H 3.709 -2.864 3.305
H 3.998 -4.118 2.090
H 3.654 -2.459 1.570
H 2.003 -4.086 4.405
H 0.790 -5.031 3.481
H 2.524 -5.376 3.304
C 1.092 -2.382 -6.865
C 1.127 -2.529 -5.372
C 0.466 -1.652 -4.507
C 0.619 -1.767 -3.130
C 1.338 -2.832 -2.556
C 1.724 -2.749 -1.087
C 3.097 -3.360 -0.927
C 3.252 -4.752 -0.872
C 4.488 -5.316 -0.651
C 5.607 -4.475 -0.531
O 6.770 -5.103 -0.110
C 7.989 -4.538 -0.473
C 9.051 -4.780 0.409
C 10.294 -4.223 0.116
C 10.476 -3.456 -1.043
C 9.408 -3.250 -1.923
C 8.161 -3.813 -1.656
C 5.485 -3.088 -0.667
C 4.230 -2.547 -0.910
C 1.861 -3.785 -3.443
C 1.805 -3.618 -4.820
H 2.022 -2.751 -7.312
H 0.279 -2.984 -7.293
H 0.943 -1.348 -7.190
H -0.146 -0.840 -4.913
H 0.218 -0.998 -2.478
H 1.831 -1.672 -0.894
H 2.387 -5.399 -1.021
H 4.623 -6.396 -0.575
H 8.856 -5.380 1.296
H 11.118 -4.406 0.806
H 11.453 -3.029 -1.256
H 9.535 -2.653 -2.821
H 7.329 -3.664 -2.345
H 6.356 -2.438 -0.592
H 4.114 -1.475 -1.059
H 2.406 -4.648 -3.074
H 2.322 -4.324 -5.469
```

The HOMO-LUMO gap comes out at 6.249 eV. The lowest unoccupied orbital energy is -1.3 eV. The value obtained for the HOMO energy is -7.54 eV. The calculation puts the largest force on an atom at 1.932 eV Å⁻¹.